C22H22N4O4S2 | ωB97M-V with the def2-TZVPD basis set

As for the SMILES: CCc1ccc(N2C[C@H](C(=O)Nc3ccc(S(=O)(=O)Nc4nccs4)cc3)CC2=O)cc1. The value obtained for the energy relative to the best compared isomer or geometry (same formula, charge and spin) is 16.6 kJ/mol. Its total charge is 0. The calculation puts the LUMO energy at 0.3 eV. As for the frontier orbital gap: 9.017 eV. As for the total energy: -2167.9530 hartree.

```
54
C22H22N4O4S2 (ωB97M-V with the def2-TZVPD basis set)
C 0.641 -3.900 4.215
C 1.132 -4.638 2.968
C 0.489 -4.069 1.737
C -0.720 -4.569 1.270
C -1.336 -4.025 0.159
C -0.749 -2.954 -0.503
N -1.388 -2.376 -1.624
C -0.677 -2.046 -2.844
C -1.616 -1.067 -3.569
C -1.241 0.374 -3.219
O -0.819 1.145 -4.048
N -1.393 0.660 -1.892
C -1.070 1.827 -1.206
C -0.546 2.957 -1.833
C -0.226 4.071 -1.079
C -0.432 4.057 0.287
S 0.065 5.448 1.283
O -0.887 5.697 2.318
O 0.509 6.517 0.450
N 1.418 4.827 2.092
C 2.501 4.362 1.407
N 3.318 3.466 1.843
C 4.305 3.224 0.941
C 4.233 3.933 -0.208
S 2.861 4.995 -0.182
C -0.964 2.950 0.922
C -1.285 1.834 0.177
C -2.995 -1.478 -3.052
C -2.723 -2.114 -1.693
O -3.533 -2.308 -0.818
C 0.454 -2.434 -0.037
C 1.063 -2.994 1.070
H -0.438 -3.990 4.307
H 0.893 -2.844 4.154
H 1.103 -4.315 5.108
H 0.887 -5.698 3.057
H 2.218 -4.542 2.897
H -1.184 -5.401 1.777
H -2.276 -4.419 -0.192
H 0.299 -1.605 -2.633
H -0.520 -2.953 -3.440
H -1.528 -1.158 -4.653
H -1.774 -0.069 -1.303
H -0.390 2.952 -2.899
H 0.179 4.959 -1.537
H 1.265 4.420 3.001
H 5.057 2.499 1.193
H 4.887 3.908 -1.055
H -1.129 2.980 1.987
H -1.701 0.961 0.659
H -3.698 -0.651 -2.961
H -3.449 -2.233 -3.697
H 0.913 -1.588 -0.525
H 1.998 -2.583 1.423
```

These are the Löwdin partial charges, in e, on atoms 1 to 8: -0.093 -0.214 -0.249 -0.023 0.004 -0.199 -0.009 -0.077